# 1
This record from the OMol25 dataset describes C29H21N2O6SY as an isolated structure in a non-equilibrium geometry. The level of theory is ωB97M-V/def2-TZVPD.

Results
Total energy ... -57560.4475 eV
Highest occupied orbital energy ... -0.34 eV
Multiplicity ... 1
Energy relative to the best compared isomer or geometry (same formula, charge and spin) ... 146.0 kJ/mol
Total charge ... -2
Gap between HOMO and LUMO ... 4.01 eV

Structure (XYZ):
```
60
Properties=species:S:1:pos:R:3:forces:R:3:lowdin_charge:R:1
Y 1.0693 0.3986 -0.5966 0.7 0.3 1.1 1.447
O 5.7609 -3.7001 0.6419 -0.7 0.8 -0.2 0.068
C 4.8786 -2.8599 0.4856 1.0 -1.0 0.2 -0.282
C 4.9968 -1.5794 -0.2816 0.8 0.5 -0.6 -0.306
O 6.0079 -1.1717 -0.8545 -0.7 -0.3 0.4 0.051
C 3.6747 -0.9590 -0.2297 -0.3 -0.1 0.2 -0.300
C 2.7670 -1.8050 0.4883 0.2 0.3 -0.3 -0.307
O 1.5201 -1.5218 0.6020 0.2 -0.3 -0.1 -0.136
C 3.4835 -2.9620 1.0153 -0.5 -0.6 0.7 -0.311
O 3.0626 -3.8613 1.7464 0.2 0.6 -0.5 0.043
O 3.3051 0.1514 -0.7576 0.2 -0.5 0.1 -0.123
C -3.9851 -3.8073 3.3264 0.2 0.2 -0.2 -0.078
C -2.8276 -2.9237 2.8414 0.0 -0.1 0.3 -0.555
C -1.5141 -3.6973 3.0203 -0.1 0.1 -0.1 -0.036
C -2.7817 -1.6578 3.7098 0.0 -0.1 -0.1 -0.042
C -2.9710 -2.5203 1.3772 0.0 0.0 0.1 -0.170
C -4.0343 -2.9394 0.5729 -0.1 0.0 -0.3 -0.040
C -4.1353 -2.5671 -0.7640 -0.1 -0.1 0.2 -0.099
C -3.1592 -1.7616 -1.3057 0.5 0.4 -0.1 -0.468
S -2.9818 -1.1322 -2.9290 0.5 0.1 0.5 1.070
C -1.4649 -0.3346 -2.4257 -0.9 -0.9 1.3 -0.475
N -1.1764 -0.5392 -1.1523 0.7 0.7 -1.6 0.024
C -2.0762 -1.3204 -0.5150 -1.2 -0.9 0.5 -0.288
C -1.9970 -1.7056 0.8242 0.1 0.2 -0.5 0.058
C -0.6513 0.4312 -3.3159 1.2 1.0 -0.7 -0.284
C -1.0366 0.6337 -4.6509 -0.2 -0.2 0.4 -0.089
C -0.2436 1.3832 -5.4915 -0.2 0.0 -0.3 -0.124
C 0.9318 1.9397 -5.0075 0.2 0.0 0.3 -0.105
C 1.3139 1.7236 -3.6865 0.1 0.1 -0.3 -0.125
C 0.5662 0.9673 -2.7805 -1.2 -0.2 -1.6 -0.161
H -3.8428 -4.0657 4.3763 0.1 0.0 0.0 0.078
H -4.0303 -4.7332 2.7555 -0.1 -0.1 0.0 0.078
H -4.9379 -3.2879 3.2340 -0.1 0.0 0.0 0.078
H -1.3770 -3.9814 4.0630 0.0 0.0 0.1 0.082
H -0.6621 -3.0978 2.7169 0.2 0.0 0.0 0.085
H -1.5161 -4.5998 2.4137 0.0 -0.1 -0.1 0.089
H -2.7030 -1.9200 4.7645 0.0 -0.1 0.1 0.080
H -3.6819 -1.0631 3.5673 -0.1 0.1 0.0 0.087
H -1.9251 -1.0444 3.4491 0.1 0.1 0.0 0.085
H -4.8128 -3.5718 0.9699 0.0 -0.1 0.1 0.091
H -4.9635 -2.9023 -1.3691 -0.1 -0.1 0.0 0.097
H -1.1443 -1.3549 1.3873 0.1 0.0 0.1 0.118
H -1.9594 0.1900 -5.0135 0.0 0.1 -0.1 0.072
H -0.5407 1.5382 -6.5231 0.0 0.0 0.0 0.087
H 1.5578 2.5315 -5.6673 0.0 0.0 0.0 0.090
H 2.2455 2.1655 -3.3462 0.0 0.0 0.0 0.092
O 0.4662 2.0441 2.1146 0.0 1.3 1.5 -0.140
C 0.7975 2.0278 0.9245 -0.9 -2.3 1.0 -0.682
N 1.0412 2.9278 0.0166 0.6 0.8 -1.5 -0.015
C 1.5730 4.1828 0.1322 -0.1 -0.2 -0.3 -0.302
C 1.5624 4.9962 -1.0148 0.0 0.2 0.1 -0.058
C 2.1969 6.2170 -1.0217 0.0 0.2 0.0 -0.143
C 2.8610 6.6713 0.1097 0.2 0.3 0.0 -0.163
C 2.8937 5.8702 1.2425 0.1 0.2 0.0 -0.134
C 2.2579 4.6476 1.2662 -0.1 -0.1 0.2 -0.036
H 1.0545 4.6277 -1.8923 -0.1 -0.1 -0.1 0.092
H 2.2042 6.8233 -1.9205 -0.1 0.0 -0.1 0.082
H 3.3512 7.6352 0.0986 0.1 0.1 0.0 0.071
H 3.4468 6.2026 2.1124 0.0 0.0 0.1 0.084
H 2.2847 4.0213 2.1465 0.0 0.0 0.0 0.098
```
Forces are in eV/Å.

=====

# 2
This record from the OMol25 dataset describes C27H25Cl5N3RbSi2 as an isolated structure in a non-equilibrium geometry. The level of theory is ωB97M-V/def2-TZVPD.

Results
Total energy ... -111894.7552 eV
Highest occupied orbital energy (alpha / beta) ... 1.49 / 1.49 eV
Multiplicity ... 1
Total charge ... -2
Gap between HOMO and LUMO (alpha / beta) ... 1.94 / 1.94 eV

Structure (XYZ):
```
63
Properties=species:S:1:pos:R:3:forces:R:3:lowdin_charge:R:1
Rb -0.1388 1.9590 -2.1581 -0.2 -0.4 -0.1 0.667
C 2.5372 -2.1671 2.9217 2.3 0.2 -1.2 -0.196
Si 2.6447 -0.3374 3.3059 -0.2 0.6 -0.4 0.579
C 4.0446 0.6406 2.4684 1.4 -0.6 1.6 -0.210
C 2.6401 -0.0588 5.1724 -0.2 -1.3 0.5 -0.283
C 3.2786 -0.6185 6.3155 -0.8 1.3 -0.5 -0.084
C 2.6898 -0.4056 7.5365 0.1 -0.3 1.3 -0.105
C 1.5254 0.3793 7.6846 0.9 -1.2 0.1 -0.121
C 0.8139 0.7660 6.6074 0.3 1.0 -1.4 -0.093
C 1.3820 0.4992 5.3327 -1.2 1.2 0.8 -0.345
Si 0.6546 0.8584 3.6438 0.6 0.6 -1.1 0.638
C -1.1174 0.2053 3.4672 0.5 1.2 -0.8 -0.186
C 0.9119 2.7654 3.2104 -0.1 -1.7 3.4 -0.180
H 3.0249 -2.7375 3.7199 -0.5 -0.1 0.1 0.020
H 3.2642 -2.2860 2.0588 -0.9 0.0 0.6 0.042
H 1.5926 -2.5576 2.5810 -0.3 -0.1 0.2 0.023
H 4.6890 1.1690 3.2569 -1.0 -0.6 -1.0 0.049
H 3.7171 1.3680 1.7655 -0.4 0.6 -0.6 -0.004
H 4.7273 -0.0315 1.9395 0.0 0.0 -0.1 0.014
H 4.2254 -1.0851 6.2143 0.7 -0.7 0.1 0.085
H 3.0712 -0.8510 8.4846 0.1 0.4 -0.9 0.105
H 1.2318 0.5962 8.6706 -0.6 0.3 1.1 0.079
H -0.0422 1.4441 6.6903 0.0 -0.6 0.0 0.109
H -1.3088 -0.2751 4.3969 -0.6 -0.3 0.9 0.000
H -1.2648 -0.5231 2.6767 0.1 0.0 -0.2 0.030
H -1.7831 1.0750 3.2826 0.1 -0.7 0.3 0.036
H 0.5332 3.2997 4.1267 0.3 -0.2 -0.9 0.033
H 0.3857 3.0850 2.3821 -0.9 0.7 -1.9 -0.023
H 1.9754 2.9300 3.1596 0.4 0.2 -0.3 0.002
Cl -3.2819 3.1593 -3.5137 -0.2 0.1 -0.2 0.582
C -2.4872 2.6050 -4.9899 0.2 -1.2 -2.1 -0.734
C -1.1970 2.2070 -4.9539 1.7 0.6 1.5 -0.278
C -0.5101 1.7022 -6.0223 -2.8 0.1 -1.3 -0.753
Cl 1.1666 1.2975 -5.8859 0.4 -0.2 -0.2 0.623
C -1.2474 1.5067 -7.2291 0.8 0.3 0.0 -0.691
Cl -0.5450 0.7411 -8.6131 0.4 -0.2 -0.4 0.605
C -2.5675 1.9605 -7.3838 0.8 0.3 1.5 -0.715
Cl -3.4118 2.1602 -8.9018 0.6 -0.5 0.3 0.592
C -3.1653 2.4340 -6.2111 -0.2 0.4 0.7 -0.747
Cl -4.8159 2.7864 -6.2977 -1.8 0.6 0.1 0.644
C -5.5721 -1.0329 -2.1616 -0.2 -1.0 -0.1 -0.176
C -4.9389 -0.0865 -1.3528 -0.9 0.7 -0.4 -0.182
C -3.5763 0.0241 -1.3974 -1.1 -0.5 -0.6 -0.116
C -2.7581 -0.8371 -2.1700 2.5 1.2 1.2 -0.339
C -3.3743 -1.8653 -2.8792 0.2 0.0 -0.4 -0.089
C -4.7204 -1.8851 -2.9267 -2.1 0.1 0.4 -0.160
N -1.4138 -0.6169 -2.1218 -2.4 2.2 0.9 -0.140
N -0.7325 -1.6129 -2.6290 1.7 -2.2 -0.9 -0.052
C 0.5750 -1.5712 -2.5967 -1.4 -0.9 -0.1 -0.450
C 1.2260 -2.8340 -2.6783 2.0 0.5 0.6 -0.056
C 2.5370 -2.8575 -2.2439 -1.8 -4.0 -1.5 -0.192
C 3.2458 -1.7533 -1.8835 2.8 1.7 0.9 -0.205
C 2.6075 -0.5414 -2.0153 -0.8 -0.9 0.2 -0.255
N 1.3350 -0.4709 -2.3510 0.0 2.3 0.3 -0.041
H -6.6572 -1.2162 -2.0823 0.6 0.2 -0.4 0.058
H -5.5463 0.7086 -0.8496 0.6 -0.9 -0.2 0.091
H -3.1879 0.8845 -0.9616 1.2 1.2 0.9 0.047
H -2.7784 -2.5181 -3.4784 0.3 -0.2 -0.2 0.074
H -5.1510 -2.5831 -3.6234 -0.5 -0.4 -0.1 0.072
H 0.6235 -3.6933 -2.8900 0.0 -0.4 -0.2 0.079
H 3.0120 -3.8653 -2.2393 -0.1 0.7 0.2 0.085
H 4.3135 -1.8366 -1.5997 -0.7 0.2 -0.1 0.065
H 3.0891 0.3945 -1.7806 0.4 0.4 0.0 0.073
```
Forces are in eV/Å.

=====

# 3
This record from the OMol25 dataset describes one molecule with the formula C22H32N2O5 in a non-equilibrium geometry. The level of theory is ωB97M-V/def2-TZVPD.

Results
Total energy ... -36551.9417 eV
Highest occupied orbital energy ... -9.06 eV
Multiplicity ... 1
Energy relative to the best compared isomer or geometry (same formula, charge and spin) ... 177.2 kJ/mol
SMILES ... CC(C)(C)[C@H]1CC[C@@H](C(=O)OCC(=O)N2CCN(C(=O)c3ccco3)CC2)CC1
Gap between HOMO and LUMO ... 9.64 eV

Structure (XYZ):
```
61
Properties=species:S:1:pos:R:3:forces:R:3:lowdin_charge:R:1
C 3.3441 -1.3037 5.7260 -0.2 0.1 -0.2 -0.056
H 3.6760 -2.3385 5.6748 0.1 -0.1 0.0 0.086
H 4.1040 -0.6750 5.2703 0.1 0.1 0.0 0.071
H 3.2685 -1.0225 6.7741 0.0 0.0 0.1 0.082
C 1.9826 -1.1364 5.0382 0.1 -0.1 0.1 -0.569
C 0.9706 -1.9931 5.8106 0.1 0.2 -0.1 -0.061
H 1.1567 -3.0528 5.6485 0.0 -0.2 0.0 0.088
H -0.0487 -1.7658 5.5121 -0.2 0.0 0.0 0.078
H 1.0553 -1.7942 6.8768 0.0 0.0 0.1 0.081
C 1.5569 0.3304 5.1358 0.1 -0.2 -0.1 -0.044
H 2.3241 0.9894 4.7386 0.1 0.1 -0.1 0.080
H 0.6325 0.5065 4.5929 -0.1 0.1 -0.1 0.083
H 1.3932 0.5962 6.1781 0.0 0.1 0.1 0.086
C 2.0817 -1.6238 3.5679 -0.2 0.3 0.1 -0.278
C 2.9872 -0.7442 2.6992 0.1 -0.4 0.0 -0.145
H 3.9620 -0.6097 3.1682 0.0 0.1 0.0 0.111
C 3.1947 -1.3759 1.3267 0.0 0.2 -0.1 -0.129
C 1.8595 -1.5559 0.5881 0.0 -0.2 0.0 -0.221
C 1.3342 -0.1972 0.1833 -0.1 -0.3 0.1 -0.473
O 0.5210 0.4728 0.7623 -0.1 0.0 0.1 0.120
O 1.9207 0.1886 -0.9650 0.2 -0.1 -0.4 0.010
C 1.6229 1.4874 -1.4598 -0.1 0.6 0.1 -0.055
H 0.8394 1.9396 -0.8373 0.2 0.0 -0.2 0.134
C 1.1942 1.4798 -2.9253 0.2 -0.2 0.3 -0.420
O 1.7819 2.1673 -3.7382 0.3 0.3 0.0 0.063
N 0.1404 0.7049 -3.2583 -0.2 -0.1 -0.2 -0.031
C -0.3473 0.7404 -4.6212 -0.1 0.2 -0.2 -0.109
C -1.7756 1.2792 -4.6472 0.3 0.3 -0.4 -0.111
N -2.6046 0.5303 -3.7217 0.1 -0.1 0.1 -0.026
C -3.9049 0.7976 -3.4303 0.4 -0.3 0.0 -0.389
O -4.5211 0.1371 -2.6063 -0.3 0.2 0.0 0.060
C -4.5897 1.8947 -4.1282 -1.3 0.2 0.4 -0.171
C -5.8895 2.2865 -3.9130 0.8 -0.4 0.0 0.013
C -6.1347 3.3581 -4.7942 0.4 0.2 -0.3 -0.045
C -4.9739 3.5442 -5.4837 -0.7 0.3 0.1 -0.100
O -4.0374 2.6708 -5.0926 0.4 -0.1 -0.1 0.022
H -4.6996 4.2417 -6.2509 0.1 0.0 -0.1 0.125
H -7.0439 3.9126 -4.9016 -0.2 0.2 -0.1 0.103
H -6.5623 1.8462 -3.2070 -0.1 -0.1 0.2 0.120
C -1.9481 -0.5405 -3.0053 0.0 -0.2 0.3 -0.110
C -0.6774 -0.0424 -2.3192 -0.2 -0.2 0.4 -0.099
H -0.1263 -0.9087 -1.9359 -0.1 0.0 0.0 0.129
H -0.9497 0.5949 -1.4711 0.0 -0.1 0.0 0.134
H -2.6555 -0.9056 -2.2571 0.2 0.0 -0.1 0.127
H -1.7169 -1.3623 -3.6920 0.0 0.0 0.1 0.131
H -2.1738 1.2058 -5.6650 0.1 0.1 0.1 0.131
H -1.7610 2.3365 -4.3609 0.1 -0.1 -0.1 0.136
H 0.3105 1.4053 -5.1840 -0.2 -0.2 0.0 0.126
H -0.2969 -0.2597 -5.0614 0.0 0.1 0.0 0.130
H 2.5317 2.0937 -1.3940 -0.2 -0.1 -0.1 0.143
C 0.8768 -2.3342 1.4640 -0.1 0.3 -0.1 -0.131
C 0.7271 -1.7339 2.8609 0.1 -0.3 0.1 -0.152
H 0.0499 -2.3732 3.4260 -0.1 0.0 0.0 0.109
H 0.2752 -0.7476 2.7719 -0.1 0.0 0.1 0.107
H -0.1016 -2.3646 0.9789 0.0 -0.1 0.0 0.119
H 1.2417 -3.3610 1.5492 0.0 0.0 0.0 0.123
H 2.0511 -2.1050 -0.3403 0.0 0.1 0.1 0.151
H 3.8651 -0.7604 0.7230 0.1 -0.1 0.0 0.120
H 3.6562 -2.3592 1.4445 0.0 0.0 0.0 0.124
H 2.5285 0.2371 2.5755 0.0 0.1 0.1 0.118
H 2.5227 -2.6288 3.6015 0.0 -0.1 0.0 0.147
```
Forces are in eV/Å.